Entry 1:
Here is a molecular structure, C71H160As2F12NO30 at a distorted geometry from OMol25. Energies are from ωB97M-V/def2-TZVPD.

```
! wB97M-V def2-TZVPD RIJCOSX def2/J DEFGRID3
* xyz -1 1
As -11.4257 -5.2417 2.2121
As -13.3144 -0.6274 -3.7685
F -13.2829 1.1511 -3.2748
F -11.2842 -4.8448 3.9325
F -11.6653 -0.3115 -4.4567
F -14.2052 -0.1585 -5.2840
F -10.9146 -6.9511 2.5976
F -13.1588 -5.7175 2.4284
F -13.2528 -2.4004 -4.2380
F -12.0394 -3.5152 1.9708
F -14.8710 -0.9407 -2.9885
F -9.6583 -4.7046 1.8518
F -11.5093 -5.7016 0.5523
F -12.5002 -1.0082 -2.2372
O -12.7916 3.3435 7.0235
O -5.3355 -0.1181 8.4086
O -16.0393 -8.2154 2.1807
O -5.2478 -0.4891 -1.0303
O -7.6847 -11.2183 -7.7574
O -9.9560 -10.2115 -5.7661
O -9.5265 -1.9061 -4.6156
O -12.3282 -1.6184 6.9743
O -8.0036 -8.9422 5.1137
O -1.2060 -5.9344 -0.4183
O -10.0988 -1.4906 -7.1601
O -9.2878 1.4143 3.3500
O -16.7708 -7.0217 0.3189
O -12.0910 -12.3173 3.2634
O -12.9266 -9.4061 5.2199
O -4.5358 2.0426 0.4036
O -5.6248 -1.9858 4.5770
O -3.3019 -1.5645 2.6435
O -5.9293 -4.9271 3.4697
O -11.6887 0.7334 -6.8706
O -7.0884 -7.8247 0.8943
O -13.9960 0.6801 7.8170
O -12.9665 -13.6970 0.3672
O -7.6473 -8.1212 7.2149
O -8.4859 -7.1080 -5.1824
O -7.5013 -2.3763 8.8443
O -7.1972 -2.4128 -0.8210
O -7.3530 2.6649 3.6924
O -5.6816 2.5163 7.8108
O -4.1548 -6.1578 -0.6568
N -15.5195 -3.0060 0.3599
C -4.6897 -4.9270 4.2206
C -6.4985 -6.6140 0.4562
C -8.3828 -3.4031 8.4487
C -17.9363 -6.9230 2.3060
C -14.7024 -8.6171 1.8378
C -3.4141 -5.9264 0.5649
C -1.2306 -5.6288 -1.8262
C -15.6933 -2.8868 1.9169
C -2.0911 -2.1508 2.2784
C -4.6174 -0.9580 4.5748
C -4.2181 0.6791 8.7327
C -10.0935 -3.0342 -5.2793
C -16.8509 -7.5072 1.4387
C -9.2656 -9.0232 -6.1575
C -13.1840 -4.9461 -2.1155
C -5.1916 -1.5283 8.4960
C -12.1657 -10.1086 4.2148
C -15.7236 -1.3643 2.2255
C -12.2335 2.0804 -7.0016
C -8.9221 -11.8367 -7.2341
C -8.1935 -7.6440 1.7529
C -14.5502 2.0229 7.9791
C -9.2385 -11.4462 -5.8565
C -7.4777 -10.2949 5.3145
C -16.9569 -3.1550 -0.2782
C -8.7906 0.0911 3.2850
C -13.7525 0.3667 6.4777
C -14.6716 -0.8223 1.1719
C -8.0503 -6.4359 -3.9593
C -13.6314 -13.6637 1.6065
C -4.6359 3.3511 0.9494
C -19.2911 -1.1101 -1.6774
C -6.8038 -3.8590 3.6491
C -9.4266 -8.0387 -4.9736
C -9.0187 -2.2495 -3.3282
C -12.5293 -8.0507 5.4194
C -5.0085 -1.6848 -1.7422
C -14.8679 -1.6377 -0.1100
C -11.7771 4.2710 7.1958
C -14.5661 -4.4172 -1.6552
C -11.3626 -1.4599 -7.8857
C -12.7576 -13.5543 2.8401
C -13.5748 -1.1537 6.4776
C -9.4901 3.6800 3.4666
C -12.1221 -3.0547 6.8142
C -4.9144 -0.3712 0.3551
C -8.5915 2.5237 3.4999
C -6.4899 -2.2533 7.8536
C -9.7908 -2.8493 -6.7733
C -17.9736 -2.1235 0.2375
C -5.2289 2.4664 6.3948
C -4.7639 2.1437 8.8369
C -11.9055 -0.0847 -8.0222
C -19.2812 -2.1243 -0.5032
C -12.9674 -11.3718 3.8213
C -7.9690 -3.3168 -0.0461
C -5.7989 -2.9105 -1.0982
C -6.1602 -2.4815 3.3911
C -5.3270 1.0339 1.0350
C -2.1194 -5.2509 0.3185
C -13.4990 3.1228 8.2197
C -14.5959 -4.1794 -0.0550
C -7.9990 -7.9712 6.0489
C -12.2735 -12.5083 -0.0414
C -9.9324 -0.8535 3.0207
C -5.2423 -7.0515 -0.3567
C -3.2576 -1.2737 4.0638
C -8.3549 -11.0795 6.3247
C -8.3795 -6.5546 5.4873
C -7.5222 -11.5127 -9.1205
C -14.6838 -9.6393 0.7261
H -8.3254 -0.2401 4.2135
H -16.5150 -3.4647 2.3399
H -8.9643 4.5966 3.7340
H -3.8119 0.4962 9.7275
H -13.6959 -9.9968 0.4360
H -4.5666 -0.6287 5.6127
H -4.9839 -4.6170 5.2234
H -14.9171 -3.5832 -2.2628
H -6.6552 -10.9815 -9.5133
H -9.6047 -8.6231 -7.1130
H -11.9391 -14.2739 2.8231
H -18.5154 -7.6760 2.8405
H -10.1463 -3.6888 -7.3708
H -14.2611 -9.0131 2.7524
H -19.6241 -3.0801 -0.8995
H -9.4270 -10.8845 6.2961
H -3.9571 2.8766 8.8397
H -7.6583 -3.9706 2.9817
H -9.7830 -2.5144 -2.5976
H -15.3071 -5.1802 -1.8936
H -8.9201 -2.8389 0.1887
H -14.4041 -1.5646 7.0534
H -4.2573 -1.8267 8.0204
H -11.9928 -3.3876 5.7844
H -5.4898 -2.6774 2.5543
H -14.3164 -12.8162 1.6321
H -5.3985 -3.2430 -0.1404
H -2.0504 -3.1967 2.5826
H -14.8857 0.2195 0.9329
H -18.4761 -6.1779 1.7216
H -8.7820 -6.4317 -3.1514
H -1.9839 -1.9118 1.2203
H -14.8239 -3.3733 2.3590
H -7.9127 -6.9072 2.5054
H -16.8717 -3.0904 -1.3629
H -3.9585 -1.9642 -1.8294
H -7.2451 -4.0189 4.6329
H -13.9929 4.0598 8.4770
H -11.4703 -7.7940 5.3916
H -11.2432 4.1021 8.1309
H -8.4987 -1.3869 -2.9115
H -20.0700 -1.9497 0.2285
H -8.4333 -11.3434 -9.6944
H -8.3321 -8.5533 2.3377
H -12.0807 2.7627 -6.1654
H -12.8695 -7.4971 4.5442
H -11.3936 0.3550 -8.8782
H -17.4431 -4.0942 -0.0143
H -4.4808 3.3641 2.0282
H -6.9079 -1.5570 7.1266
H -8.1269 -2.8761 -3.3294
H -11.5047 -12.2104 0.6715
H -13.9575 -1.8236 -0.6799
H -3.1979 -6.7949 1.1871
H -9.5950 -1.8850 3.1219
H -6.8425 -1.7167 3.0200
H -13.2800 2.0625 -7.3059
H -3.3654 0.7041 8.0541
H -12.9566 -11.7032 -0.3123
H -5.6066 3.8044 0.7485
H -4.2660 2.9596 6.2617
H -14.9222 -5.0028 0.5803
H -12.1370 -1.9819 -7.3235
H -15.2771 2.3619 7.2410
H -7.9453 -4.2685 7.9511
H -13.8580 -1.5367 5.4972
H -15.6023 -1.0555 -0.6666
H -15.3921 -1.0567 3.2173
H -18.4989 -0.3630 -1.7273
H -9.3032 -8.6842 -4.1040
H -9.7279 -4.0034 -4.9401
H -3.9471 -4.2212 3.8485
H -16.7479 -0.9923 2.1991
H -3.8701 4.0579 0.6298
H -4.1837 -5.8905 4.2822
H -12.0343 -9.4623 3.3471
H -5.8757 3.0009 5.6991
H -13.6712 -0.9560 1.5833
H -8.2463 -4.2253 -0.5806
H -10.4459 -7.6612 -5.0549
H -10.2065 -0.6831 1.9796
H -9.0256 -12.8902 -7.4942
H -5.7637 -3.6844 -1.8649
H -10.3981 3.4971 4.0411
H -2.2058 -5.9555 -2.1871
H -8.6890 -3.9346 9.3498
H -7.4069 -12.5758 -9.3314
H -13.6729 -10.9937 3.0814
H -15.2211 -10.5104 1.1010
H -13.0360 -4.9211 -3.1951
H -6.3860 1.2085 0.8449
H -2.3758 -4.2923 -0.1324
H -8.3382 -12.1570 6.1608
H -7.9924 -10.9132 7.3391
H -6.0334 -5.9754 1.2072
H -18.2021 -2.1715 1.3022
H -8.2031 -9.2151 -6.3065
H -13.6311 -3.7777 0.2547
H -17.5511 -1.1278 0.1027
H -8.3412 -11.3528 -5.2447
H -9.2098 -3.0285 7.8455
H -11.8707 -12.8792 -0.9839
H -17.2410 -6.4600 3.0062
H -11.6741 2.4711 -7.8516
H -7.4666 -10.7825 4.3397
H -14.2654 -14.5413 1.7329
H -5.1863 -1.7925 9.5535
H -12.0687 5.3122 7.0585
H -1.0792 -4.5627 -1.9954
H -5.2728 -1.2163 0.9428
H -9.7388 -11.5045 -7.8750
H -15.2133 1.9245 8.8386
H -4.8509 -7.9195 0.1738
H -7.6723 -5.4188 -4.0619
H -7.4469 -3.4579 0.9002
H -7.7712 -6.0828 4.7157
H -2.7819 -2.0271 4.6917
H -3.8396 -0.5272 0.4475
H -5.2535 2.2333 9.8066
H -5.3137 -1.6380 -2.7875
H -0.4256 -6.0888 -2.3995
H -15.0908 -9.1760 -0.1727
H -14.6163 0.6241 5.8648
H -12.9836 -5.9568 -1.7599
H -7.9924 0.1454 2.5448
H -12.8230 0.7583 6.0646
H -7.2161 -6.9619 -3.4950
H -5.0341 -0.1653 3.9535
H -10.9767 4.0810 6.4807
H -9.1009 -7.3621 1.2189
H -12.9584 0.0446 -8.2726
H -11.2599 -3.2217 7.4599
H -1.1964 -1.6743 2.6792
H -11.2577 -10.4622 4.7032
H -12.8741 -7.6385 6.3678
H -2.6217 -0.3984 4.1962
H -12.9162 -3.6514 7.2632
H -13.3790 -13.8438 3.6875
H -9.4168 -6.6908 5.1812
H -11.2528 -1.8702 -8.8895
H -19.3544 -1.6405 -2.6275
H -6.2540 -3.1202 7.2364
H -10.7121 -0.8055 3.7808
H -9.9190 -12.1757 -5.4174
H -6.4197 -10.3851 5.5606
H -5.6227 -7.4171 -1.3105
H -5.0556 0.9844 2.0895
H -5.1513 1.4295 6.0679
H -13.3174 -11.7240 4.7916
H -12.3650 -4.2771 -1.8514
H -7.2527 -6.1092 -0.1474
H -11.1787 -2.9536 -5.2169
H -1.5565 -4.9674 1.2078
H -8.7383 -3.0115 -7.0058
H -20.2113 -0.5458 -1.5262
H -3.9584 -5.1451 1.0954
H -8.6980 -5.8357 6.2422
H -12.7702 2.7534 8.9412
H -9.8281 3.7505 2.4328
H -13.9015 -7.9264 1.5740
*
```

Results
LUMO = 1.6 eV
HOMO-LUMO gap = 0.298 hartree


Entry 2:
Here is a molecular structure, C32H28CoN9O4S5 at a distorted geometry from OMol25. Energies are from ωB97M-V/def2-TZVPD.

```
! wB97M-V def2-TZVPD RIJCOSX def2/J DEFGRID3
* xyz -1 4
Co 0.3467 -0.5752 0.9964
S -3.9979 -0.4298 0.0925
S 2.5832 -1.0057 -3.4216
S 2.1148 -3.7670 -1.8886
S -1.2634 2.0587 -1.3502
S -2.2897 -2.5395 -1.2312
O 0.0044 -1.0441 2.9880
O 2.8448 0.4228 -3.4436
O 3.6385 -2.0113 -3.2691
O -3.9880 -0.9229 3.9323
N -0.8416 -2.7404 -7.9404
N -2.1532 -1.1185 2.1733
N 0.7640 -2.1854 -0.2136
N 0.2463 1.2060 0.9248
N -2.5599 3.1708 0.5807
N -1.6306 -1.1435 0.9619
N 2.3151 -0.2224 1.3960
N -0.8858 1.8905 1.3456
N 1.5012 -1.1159 -2.1002
C -4.4498 -0.9043 -1.6231
C 0.6572 5.6009 0.6607
C 1.4151 1.9641 1.0208
C 0.5375 -3.4743 0.1666
C -1.2488 0.3272 6.7501
C 3.9445 1.4858 1.2010
C 1.2351 6.1365 1.8125
C 4.6164 -0.7612 1.4918
C 1.8336 -2.8772 -5.4356
C -0.8388 -0.3515 5.5941
C -1.7058 -0.5546 4.5571
C 1.1836 -4.4136 -0.6402
C 0.4120 -0.9299 -5.0085
C 1.6139 -1.5904 -4.8002
C 2.5658 1.1239 1.2312
C -3.0771 -0.2911 4.7173
C 2.2028 3.9549 2.2428
C 0.7931 4.2850 0.3260
C -0.2882 -1.2390 -6.1627
C 1.5332 -2.1367 -1.3374
C 2.0815 5.3173 2.5034
C 4.9416 0.5771 1.2718
C -2.5461 0.8534 6.7234
C 3.2593 -1.0787 1.6243
C -3.5047 0.5212 5.7464
C -1.2682 -0.9056 3.2037
C 0.9805 -3.2869 -6.4128
C -3.8413 -2.2256 -2.1069
C -1.5553 2.3338 0.3147
C -2.4865 -1.2963 -0.0439
C -0.0774 -2.4335 -6.8651
C 1.4834 3.4006 1.1988
H -3.5697 -2.2468 -3.1259
H -3.1356 3.5711 -0.1182
H 5.9047 1.0112 1.2253
H -4.5934 -3.0340 -1.8852
H -0.6752 -3.6438 -8.3164
H 0.1982 -0.6852 5.4565
H 1.2865 -4.1154 -7.0869
H -4.5022 0.8300 5.8135
H 0.5376 3.9160 -0.7134
H -1.4480 -2.0739 -8.4538
H -2.5969 3.4894 1.5238
H -0.6770 0.3663 7.6359
H 5.3542 -1.5537 1.5003
H -0.0210 -0.1542 -4.3295
H 1.1136 7.1825 2.0990
H -5.4978 -0.7600 -1.8062
H 1.2318 -5.4896 -0.6885
H 0.0614 6.3013 0.0879
H -3.5051 -1.1240 3.0025
H 0.1450 -3.6912 1.1461
H 2.8328 -2.1337 1.7209
H -3.9696 -0.0989 -2.2182
H 2.6880 -3.4192 -5.2249
H 2.6422 5.6718 3.3846
H -1.0063 -0.5206 -6.4784
H -2.8343 1.4903 7.5444
H 2.8134 3.3278 2.8839
H 4.0715 2.5279 0.9656
*
```

Results
LUMO (alpha / beta) = 1.7 / 1.6 eV
HOMO-LUMO gap (alpha / beta) = 0.220 / 0.214 hartree
expectation value of S² = 3.780
energy relative to the best compared isomer or geometry (same formula, charge and spin) = 118.3 kJ/mol


Entry 3:
Here is a molecular structure, C23H21BaNO5STe at a distorted geometry from OMol25. Energies are from ωB97M-V/def2-TZVPD.

```
! wB97M-V def2-TZVPD RIJCOSX def2/J DEFGRID3
* xyz 0 1
Ba 0.6589 -0.6132 -1.8074
Te -0.0502 -2.3661 0.8620
S 1.2944 2.4396 -2.8308
O 4.6400 -1.3936 0.0787
O 2.6048 -1.6450 -0.8776
O -0.6634 1.2220 -0.7997
O 1.5924 0.9792 -3.3077
O -1.0213 2.7396 0.8365
N 1.6662 0.5121 0.2653
C -1.4133 -1.0475 1.7956
C -1.8797 -5.8883 2.6786
C 2.8674 0.0962 0.6715
C -1.2442 -4.0391 1.2706
C 2.2479 3.7652 -4.9276
C 0.7781 4.1704 -4.8362
C -0.3646 1.8900 0.2624
C -2.9280 -6.1948 1.8245
C 1.0247 1.5328 0.8328
C -3.5012 0.1539 1.7283
C -2.0824 0.3196 3.6582
C 3.4751 -1.0989 -0.1039
C 2.8401 1.7830 2.3512
C -1.1637 -0.5352 3.0626
C -3.1331 -5.4272 0.6866
C -3.2495 0.6629 2.9949
C -1.0401 -4.8165 2.4043
C 0.0829 3.0823 -4.0087
C -2.5833 -0.6952 1.1301
C -2.2926 -4.3576 0.4088
C 2.6325 3.4304 -3.4902
C 1.5954 2.2034 1.9044
C 3.4961 0.7252 1.7352
H 2.3640 2.8810 -5.5569
H -3.9470 -5.6583 0.0108
H -1.8780 0.7215 4.6427
H -2.7788 -1.0640 0.1310
H 0.2958 4.2725 -5.8076
H -3.9589 1.3380 3.4559
H 4.4668 0.3808 2.0631
H -0.2293 -4.5868 3.0840
H 1.0511 3.0185 2.3611
H -0.7992 3.3938 -3.4521
H 2.6913 4.3285 -2.8702
H -0.1685 2.2093 -4.6118
H -0.2531 -0.7938 3.5885
H -3.5811 -7.0296 2.0437
H 3.5400 2.8456 -3.3438
H -2.4663 -3.7716 -0.4846
H 2.8793 4.5527 -5.3365
H -1.7078 -6.4805 3.5686
H -4.4021 0.4338 1.1979
H 3.3051 2.2854 3.1914
H 0.6906 5.1335 -4.3284
*
```

Results
LUMO = -0.2 eV
HOMO-LUMO gap = 0.299 hartree
energy relative to the best compared isomer or geometry (same formula, charge and spin) = 13.5 kJ/mol